{"formula": "C25H13Br4IN2O8Os", "method": "ωB97M-V/def2-TZVPD", "homo_lumo_gap_ev": [7.9, 6.8], "lumo_energy_ev": [-0.551, -2.007], "multiplicity": 5, "total_energy_ev": -336229.1071, "homo_energy_ev": [-8.43, -8.80], "relative_energy_kcal_mol": 12.8, "symbols": ["Os", "O", "C", "C", "C", "C", "C", "C", "C", "O", "N", "O", "O", "H", "H", "H", "H", "Br", "C", "C", "Br", "C", "Br", "C", "O", "C", "O", "C", "Br", "I", "C", "C", "C", "C", "C", "N", "H", "H", "H", "H", "O", "C", "O", "C", "C", "C", "C", "C", "C", "H", "H", "H", "H", "H"], "positions_angstrom": [[-0.95675, -0.69949, -0.65477], [-3.23518, 0.50265, 2.68148], [-2.73102, -0.10397, 3.61283], [-1.41975, -0.70592, 3.58502], [-0.80940, -1.03243, 4.78665], [0.51055, -1.48822, 4.83120], [1.20595, -1.73621, 3.64472], [0.60730, -1.50761, 2.42617], [-0.68630, -1.05846, 2.39296], [-1.32794, -1.10395, 1.25059], [1.13719, -1.73954, 6.09307], [0.52401, -1.41614, 7.11295], [2.23103, -2.22442, 6.10092], [-3.22984, -0.25275, 4.59368], [-1.34593, -0.82232, 5.70253], [2.17067, -2.18439, 3.72752], [1.24472, -1.69479, 1.55437], [-0.91473, -2.59453, -7.23429], [-0.61363, -2.56540, -5.37391], [0.19388, -3.55226, -4.74099], [1.04622, -4.79617, -5.80698], [0.36011, -3.53962, -3.35134], [1.41197, -4.93844, -2.60630], [-0.22246, -2.51379, -2.60924], [-0.19325, -2.33536, -1.27077], [-0.99953, -1.56732, -3.25885], [-1.58350, -0.66100, -2.44394], [-1.20959, -1.58731, -4.61342], [-2.50858, -0.40540, -5.28168], [-0.18381, 2.32223, 1.51212], [-1.96953, 2.17714, 0.46873], [-2.90934, 3.12578, 0.77124], [-4.18307, 3.01510, 0.21732], [-4.41287, 1.95882, -0.60666], [-3.40436, 1.08464, -0.90037], [-2.19973, 1.15422, -0.34738], [-2.63999, 3.92572, 1.42981], [-4.91940, 3.77766, 0.34924], [-5.34151, 1.83187, -1.08391], [-3.48953, 0.36378, -1.66364], [0.55302, 0.62166, -1.63542], [1.55776, 0.38376, -0.90022], [1.50388, -0.46065, 0.00972], [2.72053, 1.26983, -1.05897], [3.80737, 1.08297, -0.22028], [4.85986, 1.99607, -0.26220], [4.79452, 3.05530, -1.16963], [3.72830, 3.21277, -2.02174], [2.68090, 2.29123, -1.98765], [3.90484, 0.17731, 0.40492], [5.71666, 1.83026, 0.37558], [5.63065, 3.73948, -1.19409], [3.73765, 4.02303, -2.72473], [1.80099, 2.36458, -2.61197]]}